Record 1
Computed, not measured: a cluster of 2 separate species, C5H15N2O in total, with wB97M-V/def2-TZVPD.

Values from the calculation:
Energy above the lowest of the compared OMol25 structures with the same formula, charge and spin   1.530 eV
F_max   2.80 eV/Å
Lowest unoccupied orbital energy   -2.9 eV
Charge   +1
Calculated total energy   -10449.031 eV
Gap between HOMO and LUMO   9.185 eV

Structure (XYZ):
```
23
Properties=species:S:1:pos:R:3:nbo_charge:R:1
C -1.581 -1.203 -0.598 -0.213
C -0.248 -1.747 -0.978 -0.446
C 0.727 -0.710 -1.624 -0.452
N 1.618 2.216 0.615 -0.818
C 1.246 1.507 -0.555 -0.032
C 1.357 0.171 -0.620 -0.291
N -1.447 -0.011 0.345 -0.715
H -2.271 -1.868 -0.049 0.228
H -2.167 -0.840 -1.466 0.228
H 0.353 -2.278 -0.233 0.233
H -0.382 -2.459 -1.824 0.257
H 0.242 -0.125 -2.396 0.215
H 1.388 -1.164 -2.372 0.248
H 2.410 1.777 1.069 0.385
H 1.851 3.164 0.342 0.385
H 0.956 2.003 -1.481 0.215
H 1.927 -0.298 0.171 0.203
H -0.642 0.597 0.131 0.459
H -2.229 0.639 0.443 0.432
H -1.350 -0.405 1.298 0.463
H -0.308 1.149 3.222 0.520
H -0.835 -0.396 3.594 0.508
O -0.616 0.280 2.966 -1.009
```

Record 2
Computed, not measured: a cluster of 2 separate species, C6H14O in total, with wB97M-V/def2-TZVPD.

Values from the calculation:
Energy above the lowest of the compared OMol25 structures with the same formula, charge and spin   1.467 eV
F_max   2.02 eV/Å
Lowest unoccupied orbital energy   0.8 eV
Charge   0
Calculated total energy   -8495.426 eV
SMILES   C=CCCCC.O
Gap between HOMO and LUMO   10.418 eV

Structure (XYZ):
```
21
Properties=species:S:1:pos:R:3:nbo_charge:R:1
C 0.223 0.452 1.893 -0.620
C 0.584 1.599 0.932 -0.399
C 1.364 1.261 -0.358 -0.399
C 0.907 -0.037 -1.054 -0.444
C -1.106 1.199 -2.036 -0.412
C -0.464 0.092 -1.720 -0.163
H 0.044 0.965 2.839 0.210
H -0.685 -0.102 1.655 0.206
H 0.985 -0.316 2.042 0.201
H 1.351 2.175 1.463 0.200
H -0.296 2.209 0.768 0.207
H 1.119 2.096 -1.019 0.201
H 2.448 1.344 -0.290 0.207
H 1.682 -0.372 -1.748 0.218
H 0.879 -0.843 -0.319 0.207
H -0.648 2.171 -1.902 0.179
H -2.083 1.323 -2.488 0.205
H -0.933 -0.871 -1.902 0.197
H -2.206 -4.679 1.740 0.468
H -1.121 -4.941 0.723 0.466
O -2.044 -4.725 0.783 -0.933
```

Record 3
Computed, not measured: a cluster of 7 separate species, C17H53O22P5 in total, with wB97M-V/def2-TZVPD.

Values from the calculation:
Multiplicity   2
Energy above the lowest of the compared OMol25 structures with the same formula, charge and spin   0.000 eV
F_max   5.45 eV/Å
Lowest unoccupied orbital energy (spin up / spin down)   -2.2 / -9.2 eV
Charge   +1
Calculated total energy   -109976.710 eV
Gap between HOMO and LUMO (spin up / spin down)   10.011 / 3.012 eV

Structure (XYZ):
```
97
Properties=species:S:1:pos:R:3:lowdin_spin:R:1
C -0.908 -0.719 0.295 0.091
O -1.569 -0.088 1.374 0.572
H -0.629 -0.080 -0.543 0.011
H -0.016 -1.159 0.742 0.015
H -1.579 -1.463 -0.133 0.054
H -1.956 0.688 0.962 0.004
C -2.170 1.836 3.672 0.050
O -2.411 2.956 4.515 0.162
H -1.362 2.044 2.972 0.026
H -1.946 0.982 4.311 0.000
H -3.012 1.539 3.047 0.016
H -2.705 3.640 3.908 0.000
C 5.056 1.642 5.259 0.000
O 3.900 1.205 4.599 0.000
P 3.212 2.092 3.451 0.000
O 4.106 2.549 2.364 0.000
O 1.968 1.233 2.963 0.000
C 1.132 0.606 3.876 0.000
O 2.492 3.297 4.351 0.000
C 3.252 4.497 4.650 0.000
H 5.496 2.598 4.974 0.000
H 5.862 0.924 5.114 0.000
H 4.787 1.587 6.314 0.000
H 1.740 -0.032 4.517 0.000
H 0.516 -0.141 3.376 0.000
H 0.593 1.294 4.527 0.000
H 3.113 4.614 5.724 0.000
H 2.918 5.362 4.078 0.000
H 4.327 4.424 4.481 0.000
C -0.989 -2.826 -6.495 0.000
O -0.480 -2.329 -5.292 0.000
P -1.181 -2.540 -3.857 0.000
O -2.660 -2.591 -3.999 0.000
O -0.394 -3.786 -3.227 0.000
C -0.202 -4.978 -3.929 0.000
O -0.633 -1.274 -2.956 0.001
C 0.755 -1.035 -3.137 0.000
H -1.452 -2.075 -7.135 0.000
H -1.748 -3.566 -6.243 0.000
H -0.290 -3.269 -7.205 0.000
H 0.849 -5.084 -4.199 0.000
H -0.773 -4.999 -4.857 0.000
H -0.579 -5.826 -3.358 0.000
H 1.315 -1.137 -2.208 0.000
H 0.858 0.004 -3.450 0.000
H 1.171 -1.662 -3.925 0.000
C 1.565 5.565 -3.114 0.000
O 1.199 6.089 -1.800 0.000
P 1.791 5.322 -0.422 0.000
O 1.455 6.003 0.869 0.000
O 1.242 3.802 -0.629 0.000
C 0.951 2.961 0.421 0.000
O 3.399 5.194 -0.667 0.000
C 4.310 4.958 0.388 0.000
H 1.993 4.566 -3.030 0.000
H 2.237 6.262 -3.615 0.000
H 0.593 5.447 -3.592 0.000
H 1.199 3.333 1.415 0.000
H 1.492 2.028 0.266 0.000
H -0.096 2.665 0.346 0.000
H 3.828 4.921 1.365 0.000
H 5.077 5.721 0.523 0.000
H 4.842 4.010 0.306 0.000
C -3.566 0.358 -2.206 0.000
O -4.043 1.662 -1.802 0.000
P -2.972 2.610 -0.987 0.000
O -2.643 2.119 0.381 -0.001
O -1.721 2.702 -2.004 0.000
C -1.921 3.087 -3.382 0.000
O -3.642 4.060 -1.064 0.000
C -2.991 5.112 -0.561 0.000
H -3.113 0.454 -3.193 0.000
H -4.414 -0.312 -2.351 0.000
H -2.902 -0.191 -1.539 0.000
H -1.461 4.053 -3.594 0.000
H -2.967 3.197 -3.666 0.000
H -1.521 2.348 -4.077 0.000
H -1.928 5.055 -0.325 0.000
H -3.500 5.545 0.299 0.000
H -2.996 5.842 -1.371 0.000
C -1.017 -7.189 3.173 0.000
O -1.873 -7.199 2.023 0.000
P -1.233 -7.365 0.558 0.000
O -2.245 -7.410 -0.593 0.000
O -0.159 -6.175 0.387 0.000
C -0.612 -4.919 -0.115 0.000
O -0.389 -8.752 0.676 0.000
C -1.021 -10.035 0.611 0.000
H -1.100 -8.113 3.744 0.000
H -1.331 -6.359 3.806 0.000
H 0.025 -7.040 2.890 0.000
H 0.204 -4.477 -0.688 0.000
H -0.743 -4.213 0.705 0.000
H -1.435 -4.857 -0.828 0.000
H -2.110 -10.066 0.567 0.000
H -0.809 -10.682 1.462 0.000
H -0.703 -10.650 -0.230 0.000
```

Record 4
Computed, not measured: a cluster of 7 separate species, C48H86N2O16P in total, with wB97M-V/def2-TZVPD.

Values from the calculation:
Energy above the lowest of the compared OMol25 structures with the same formula, charge and spin   0.000 eV
F_max   8.29 eV/Å
Lowest unoccupied orbital energy   -3.0 eV
Charge   +1
Calculated total energy   -96183.387 eV
Gap between HOMO and LUMO   7.816 eV

Structure (XYZ):
```
153
Properties=species:S:1:pos:R:3:lowdin_charge:R:1
C 7.582 3.773 3.060 -0.155
C 8.158 3.586 1.536 -0.269
C 8.104 2.050 0.959 -0.227
C 6.744 1.215 1.339 -0.209
C 5.338 2.006 0.973 -0.205
C 4.714 1.554 -0.510 -0.200
C 3.281 2.278 -0.859 -0.210
C 2.095 1.187 -1.280 -0.197
C 0.636 1.912 -0.986 -0.219
C -0.608 0.849 -0.804 -0.185
C -2.104 1.598 -0.800 -0.112
C -2.539 2.176 0.670 -0.286
C -1.385 2.122 1.841 -0.061
C -4.023 1.530 0.929 -0.160
C -4.227 -0.060 1.235 -0.286
C -2.968 -0.845 1.911 -0.097
C -4.700 -0.959 -0.076 -0.224
C -5.953 -1.973 0.220 -0.122
C -4.980 2.606 1.784 -0.175
C -4.556 2.435 3.393 -0.038
N -4.450 3.930 1.309 -0.089
N -5.108 4.704 0.386 -0.152
C -6.119 3.971 -0.451 -0.041
C -5.821 5.897 0.975 -0.250
C -5.758 7.300 0.067 -0.016
O -6.529 5.935 2.106 0.015
C -3.002 3.779 0.797 -0.176
P -2.404 5.027 -0.514 0.786
O -3.080 4.854 -1.935 -0.359
O -0.661 4.854 -0.779 -0.180
O -2.608 6.644 0.162 -0.222
H 8.312 3.409 3.905 0.080
H 6.522 3.287 3.240 0.062
H 7.432 4.941 3.239 0.078
H 7.532 4.251 0.766 0.106
H 9.297 3.930 1.559 0.111
H 9.053 1.490 1.385 0.108
H 8.268 2.089 -0.223 0.116
H 6.750 0.222 0.688 0.116
H 6.780 0.835 2.470 0.092
H 5.456 3.174 0.971 0.100
H 4.573 1.744 1.833 0.103
H 4.576 0.384 -0.467 0.098
H 5.484 1.909 -1.327 0.116
H 3.384 3.050 -1.757 0.123
H 2.950 2.895 0.100 0.100
H 2.275 0.947 -2.414 0.123
H 2.178 0.234 -0.597 0.112
H 0.780 2.651 -0.088 0.070
H 0.416 2.586 -1.945 0.129
H -0.617 0.193 -1.802 0.134
H -0.477 0.086 0.073 0.091
H -2.841 0.762 -1.229 0.120
H -2.034 2.408 -1.653 0.115
H -0.880 1.066 1.979 0.093
H -1.797 2.415 2.922 0.094
H -0.562 2.950 1.603 0.090
H -4.524 1.629 -0.151 0.121
H -5.134 -0.142 2.007 0.140
H -3.367 -1.899 2.303 0.108
H -2.037 -1.007 1.202 0.084
H -2.599 -0.282 2.894 0.082
H -4.930 -0.323 -1.031 0.100
H -3.762 -1.651 -0.334 0.118
H -6.309 -2.379 -0.845 0.065
H -6.831 -1.355 0.684 0.078
H -5.641 -2.904 0.897 0.100
H -6.128 2.393 1.844 0.173
H -4.360 1.299 3.678 0.105
H -3.691 3.154 3.715 0.084
H -5.510 2.763 4.030 0.108
H -4.330 4.534 2.153 0.178
H -6.610 4.788 -1.171 0.135
H -7.044 3.533 0.163 0.126
H -5.657 3.166 -1.195 0.128
H -4.898 8.020 0.402 0.095
H -6.803 7.832 -0.015 0.110
H -5.486 6.962 -1.045 0.096
H -2.416 4.158 1.765 0.140
H -0.268 4.626 0.118 0.067
H -2.900 7.207 -0.617 0.087
O 5.428 -0.553 3.527 0.080
C 5.234 0.044 4.573 -0.458
O 6.102 0.948 5.115 0.019
C 5.608 1.365 6.388 -0.165
C 4.129 1.082 6.353 -0.162
C 4.047 -0.136 5.469 -0.086
H 6.123 0.792 7.166 0.096
H 5.817 2.429 6.534 0.135
H 3.696 0.933 7.345 0.122
H 3.603 1.918 5.876 0.119
H 4.166 -1.062 6.039 0.137
H 3.118 -0.152 4.894 0.126
O -4.930 -3.148 -2.516 0.083
C -5.635 -2.581 -3.334 -0.453
O -6.339 -1.438 -3.083 -0.001
C -7.135 -1.119 -4.223 -0.159
C -6.473 -1.819 -5.380 -0.155
C -5.895 -3.052 -4.733 -0.085
H -8.155 -1.478 -4.049 0.133
H -7.161 -0.034 -4.363 0.130
H -7.160 -2.037 -6.202 0.123
H -5.660 -1.196 -5.775 0.131
H -6.616 -3.873 -4.706 0.131
H -4.969 -3.365 -5.222 0.134
O -5.752 -3.842 -9.293 0.107
C -6.264 -4.764 -8.680 -0.456
O -6.735 -4.671 -7.402 0.000
C -7.163 -5.960 -6.966 -0.178
C -7.434 -6.737 -8.227 -0.165
C -6.426 -6.163 -9.191 -0.083
H -6.365 -6.408 -6.364 0.129
H -8.060 -5.861 -6.347 0.129
H -7.345 -7.819 -8.094 0.124
H -8.448 -6.523 -8.585 0.127
H -5.465 -6.680 -9.130 0.139
H -6.804 -6.167 -10.216 0.136
O 7.274 1.195 8.837 0.085
C 8.156 0.352 8.873 -0.445
O 7.953 -0.983 8.675 0.030
C 9.178 -1.681 8.898 -0.167
C 10.262 -0.651 8.710 -0.166
C 9.598 0.617 9.184 -0.082
H 9.167 -2.092 9.912 0.131
H 9.269 -2.504 8.183 0.131
H 11.182 -0.892 9.249 0.123
H 10.507 -0.562 7.645 0.126
H 9.712 0.757 10.262 0.139
H 9.965 1.489 8.638 0.134
O 5.904 -0.211 -2.976 0.089
C 5.657 -1.405 -3.020 -0.454
O 6.511 -2.350 -3.511 0.031
C 5.857 -3.619 -3.509 -0.169
C 4.755 -3.497 -2.489 -0.163
C 4.370 -2.043 -2.592 -0.091
H 5.472 -3.814 -4.515 0.130
H 6.573 -4.402 -3.245 0.129
H 3.924 -4.184 -2.669 0.117
H 5.153 -3.701 -1.488 0.125
H 3.614 -1.876 -3.364 0.138
H 4.035 -1.648 -1.630 0.112
O 0.757 -4.168 -3.279 0.091
C -0.200 -4.917 -3.392 -0.459
O -0.125 -6.196 -3.865 0.032
C -1.442 -6.736 -3.964 -0.170
C -2.280 -5.917 -3.018 -0.169
C -1.623 -4.561 -3.083 -0.092
H -1.779 -6.646 -5.002 0.129
H -1.428 -7.794 -3.685 0.130
H -3.340 -5.902 -3.284 0.115
H -2.193 -6.319 -2.001 0.126
H -2.024 -3.953 -3.897 0.132
H -1.698 -4.033 -2.130 0.129
```

Record 5
Computed, not measured: a cluster of 2 separate species, C5H7NO in total, with wB97M-V/def2-TZVPD.

Values from the calculation:
Energy above the lowest of the compared OMol25 structures with the same formula, charge and spin   4.368 eV
F_max   0.97 eV/Å
Lowest unoccupied orbital energy (spin up / spin down)   -0.8 / -0.8 eV
Charge   0
Calculated total energy   -8831.835 eV
Gap between HOMO and LUMO (spin up / spin down)   7.762 / 7.759 eV

Structure (XYZ):
```
14
Properties=species:S:1:pos:R:3:nbo_charge:R:1
C 0.929 -1.804 -0.766 -0.254
C -0.558 -0.485 0.469 -0.584
C -0.904 -0.232 1.828 0.257
N -1.137 -0.027 2.947 -0.350
C -0.013 0.526 -0.368 0.568
O 0.630 0.119 -1.362 -0.539
C -0.190 1.999 -0.130 -0.698
H 1.845 -1.510 -0.270 0.208
H 0.386 -2.595 -0.264 0.191
H 0.998 -1.938 -1.840 0.200
H -1.231 -1.148 -0.070 0.267
H 0.544 2.582 -0.689 0.236
H -0.100 2.207 0.941 0.251
H -1.199 2.307 -0.426 0.248
```

Record 6
Computed, not measured: a cluster of 2 separate species, C4H7BF3N3O4S in total, with wB97M-V/def2-TZVPD.

Values from the calculation:
F_max   7.15 eV/Å
Lowest unoccupied orbital energy   -2.1 eV
Charge   0
Calculated total energy   -36584.466 eV
Gap between HOMO and LUMO   6.632 eV

Structure (XYZ):
```
23
Properties=species:S:1:pos:R:3:nbo_charge:R:1
N 1.645 -0.400 -0.860 -1.119
B 0.936 -1.559 -1.525 1.093
O 1.620 -2.625 -2.228 -0.916
C -0.686 -1.566 -1.367 0.124
N -1.330 -0.311 -1.047 -0.479
C -2.744 -0.676 -0.951 -0.036
C -2.865 -2.189 -1.217 -0.062
N -1.537 -2.731 -1.487 -0.496
H 1.189 -0.373 0.083 0.418
H 1.384 0.473 -1.367 0.413
H 1.797 -3.314 -1.530 0.507
H -0.899 0.632 -0.919 0.513
H -3.574 0.071 -0.685 0.282
H -3.804 -2.842 -1.205 0.266
H -1.234 -3.698 -1.711 0.476
C 1.943 3.024 2.654 0.697
F 1.793 3.079 4.000 -0.323
F 2.138 4.302 2.247 -0.325
F 3.115 2.378 2.435 -0.329
S 0.502 2.210 1.804 2.315
O -0.658 3.024 2.144 -0.974
O 0.439 0.857 2.355 -1.006
O 0.828 2.235 0.375 -1.038
```

Record 7
Computed, not measured: an isolated molecule of C3H4N2O, with wB97M-V/def2-TZVPD.

Values from the calculation:
Energy above the lowest of the compared OMol25 structures with the same formula, charge and spin   2.116 eV
F_max   1.74 eV/Å
Lowest unoccupied orbital energy   0.9 eV
Charge   0
Calculated total energy   -8201.769 eV
SMILES   Nc1cocn1
Gap between HOMO and LUMO   9.617 eV

Structure (XYZ):
```
10
Properties=species:S:1:pos:R:3:nbo_charge:R:1
N -1.677 0.529 -0.271 -0.813
C -0.391 0.089 -0.084 0.326
C 0.027 -0.459 1.109 -0.181
O 1.369 -0.813 0.857 -0.410
C 1.612 -0.378 -0.366 0.394
N 0.629 0.201 -0.994 -0.520
H -2.361 -0.215 -0.228 0.401
H -1.794 1.173 -1.036 0.389
H -0.021 0.406 1.764 0.224
H 2.608 -0.534 -0.752 0.191
```

Record 8
Computed, not measured: a structure of composition C18H34Br6O12, with wB97M-V/def2-TZVPD.

Values from the calculation:
F_max   1.83 eV/Å
Lowest unoccupied orbital energy   -0.2 eV
Charge   0
Calculated total energy   -464041.864 eV
Gap between HOMO and LUMO   9.996 eV

Structure (XYZ):
```
70
Properties=species:S:1:pos:R:3:nbo_charge:R:1
C -13.243 2.887 -4.136 -0.658
C -12.990 1.441 -4.525 -0.064
O -12.258 1.198 -5.740 -0.494
C -11.126 1.850 -5.983 0.991
O -10.537 2.592 -5.237 -0.665
O -10.713 1.498 -7.192 -0.495
C -9.535 2.150 -7.681 -0.259
H -12.504 3.593 -4.504 0.242
H -13.289 3.002 -3.054 0.228
H -14.211 3.239 -4.513 0.195
H -13.934 0.935 -4.710 0.197
H -12.496 0.912 -3.707 0.185
H -9.708 3.221 -7.771 0.182
H -9.369 1.766 -8.683 0.197
H -8.696 1.922 -7.027 0.217
C -19.650 8.074 -8.493 -0.644
C -18.871 7.296 -9.517 -0.073
O -17.455 7.434 -9.402 -0.499
C -16.794 6.916 -8.369 0.988
O -15.658 7.196 -8.120 -0.611
O -17.529 6.007 -7.709 -0.522
C -16.963 5.571 -6.495 -0.266
H -19.676 9.154 -8.622 0.225
H -19.292 7.877 -7.480 0.212
H -20.676 7.694 -8.519 0.220
H -19.089 7.677 -10.518 0.197
H -19.205 6.258 -9.565 0.188
H -17.383 4.589 -6.263 0.193
H -17.207 6.246 -5.677 0.189
H -15.887 5.395 -6.450 0.200
C -9.415 6.168 -5.069 -0.634
C -8.585 4.924 -5.214 -0.072
O -7.185 5.259 -5.078 -0.496
C -6.346 4.278 -5.366 0.987
O -6.640 3.182 -5.766 -0.654
O -5.101 4.713 -5.134 -0.495
C -4.082 3.765 -5.335 -0.258
H -9.085 6.825 -4.268 0.219
H -10.398 5.772 -4.792 0.220
H -9.566 6.722 -5.992 0.212
H -8.749 4.476 -6.193 0.189
H -8.857 4.154 -4.500 0.207
H -4.373 2.793 -4.927 0.196
H -3.187 4.097 -4.819 0.194
H -3.846 3.606 -6.388 0.183
C -16.530 10.621 -7.233 -0.625
C -17.386 10.335 -6.034 -0.070
O -18.699 10.831 -6.259 -0.502
C -19.584 10.590 -5.283 0.989
O -19.317 10.164 -4.196 -0.641
O -20.792 10.925 -5.738 -0.496
C -21.890 10.592 -4.884 -0.266
H -16.981 10.185 -8.123 0.216
H -15.522 10.249 -7.074 0.231
H -16.475 11.705 -7.346 0.212
H -16.916 10.798 -5.154 0.184
H -17.382 9.288 -5.714 0.175
H -21.553 10.327 -3.888 0.217
H -22.445 9.753 -5.307 0.184
H -22.545 11.460 -4.890 0.194
C -14.325 6.568 -3.344 -0.504
Br -12.520 7.235 -3.266 0.104
Br -15.619 7.866 -3.898 0.101
Br -14.874 5.756 -1.678 0.087
H -14.280 5.795 -4.097 0.220
C -15.257 9.067 0.123 -0.508
Br -14.261 7.785 1.170 0.081
Br -14.097 10.252 -0.853 0.093
Br -16.541 9.990 1.202 0.105
H -15.766 8.486 -0.634 0.224
```